(1)
Here is a structure of composition C20H63AsIN15O29P3 from OMol25. Energies are from wB97M-V/def2-TZVPD.

- Frontier orbital gap: 3.94 eV
- Electronic energy: -200257.148 eV
- LUMO energy: 1.05 eV
- HOMO energy: -2.888 eV
- Charge: -1

Structure (XYZ):
```
132
Properties=species:S:1:pos:R:3:forces:R:3
I -1.752 1.826 -1.552 0.1851 -0.0201 0.0274
As -1.609 -2.251 -1.848 0.6942 0.0391 0.6681
P -1.916 -4.516 -0.986 0.0782 -0.5806 -0.6566
P -1.119 -0.094 -2.985 -0.3906 -0.0797 -0.5900
P -3.848 -2.240 -2.743 -0.5676 -0.0426 0.4605
O 1.428 -4.187 6.536 0.0496 0.0137 -0.0602
O -2.384 2.150 11.745 0.0084 0.0015 -0.0317
O 3.410 0.335 -4.766 0.0815 -0.0089 0.0331
O -6.723 -5.869 1.838 -0.1930 -0.2047 0.0544
O -1.192 0.803 10.561 -0.0154 0.0210 -0.0247
O 1.225 -0.507 4.361 -0.0182 0.0576 -0.0129
O 7.592 6.261 -3.349 0.0589 -0.0222 0.0236
O 3.187 1.164 -6.736 -0.0723 -0.0228 0.0609
O -2.035 -1.939 6.660 -0.1013 -0.0573 0.0820
O 0.832 4.630 -4.195 -0.1023 -0.0250 0.0121
O 4.380 5.665 -2.635 -0.0032 -0.0182 0.0175
O -7.391 3.899 8.776 -0.0130 -0.0077 0.0178
O 0.546 0.140 -2.968 0.3202 0.2649 0.2664
O 8.428 1.875 -6.488 0.0213 0.0082 -0.0072
O -6.560 -5.375 3.924 -0.3044 -0.0164 0.0018
O 2.578 -5.504 5.285 -0.0049 0.0249 -0.0049
O 6.845 3.073 -7.324 0.1485 0.0139 0.0567
O 4.258 4.319 -4.310 0.1260 0.1699 -0.0629
O -5.443 3.060 9.148 -0.1471 0.0609 -0.0163
O -1.754 -3.278 3.907 -0.0516 0.0321 0.0294
O -1.884 0.829 -6.360 -0.0985 0.0596 -0.0491
O 1.072 0.351 2.388 0.0988 -0.1001 0.0097
O 7.290 1.366 -2.295 0.0595 -0.0937 0.0592
O -1.530 0.146 6.800 -0.0979 0.0918 0.0314
O -2.899 0.729 -8.267 0.0518 0.0142 0.0540
O 8.581 1.642 -0.594 -0.0105 -0.0182 -0.0093
O -0.947 5.091 -5.329 0.0527 -0.0205 -0.0350
O 8.290 4.385 -4.146 0.0421 -0.0138 0.0746
O -3.688 -2.388 3.601 -0.0298 0.0047 -0.0098
N -1.278 -1.038 6.937 0.1820 0.0151 -0.0270
N -6.655 2.991 9.089 0.0716 -0.0365 -0.0051
N 0.142 5.362 -4.870 0.0489 0.0914 0.0123
N 7.262 2.194 -6.594 -0.2259 -0.0019 0.1316
N 2.949 1.148 -5.537 -0.1784 0.0668 -0.1142
N -7.108 -5.310 2.837 0.2300 0.0054 -0.0075
N 7.843 5.511 -4.268 -0.0437 0.0685 -0.0949
N -1.905 0.801 -7.567 0.0762 -0.0343 -0.0643
N -2.267 -1.361 -0.255 -0.1398 0.1636 0.0783
N 4.679 4.645 -3.211 0.0566 -0.0294 -0.0950
N 0.812 0.323 3.564 -0.0564 0.0906 0.0205
N 1.839 -4.558 5.449 -0.0365 -0.0137 0.0037
N 8.384 1.452 -1.773 0.0629 0.0816 -0.0928
N -2.970 -3.302 3.938 0.0520 0.0395 0.0543
N -1.926 1.763 10.688 -0.0047 -0.0211 0.0501
C -0.580 0.854 -8.249 -0.0387 -0.0104 -0.1030
C 7.563 5.991 -5.647 0.1012 -0.2649 -0.1880
C -3.582 -3.412 -4.133 0.2009 0.1107 0.0646
C -0.086 1.390 4.088 -0.0726 -0.0719 0.1400
C -3.700 -4.950 -0.708 -0.3356 0.0101 0.3988
C 9.582 1.335 -2.652 -0.0385 -0.0369 -0.1090
C -3.606 -4.551 4.436 0.0007 0.0578 0.0458
C 0.330 -2.384 -1.197 -0.0310 -0.0217 -0.2883
C 5.645 3.720 -2.560 -0.2663 -0.0824 0.1306
C -8.322 -4.462 2.709 -0.0010 0.0743 0.0923
C -4.239 -0.719 -3.710 -0.0863 -0.1132 -0.3148
C -1.378 -4.476 0.778 -0.2182 -0.1788 0.0138
C -7.262 1.675 9.432 -0.1072 0.0134 -0.0225
C 2.063 2.223 -5.013 -0.0654 -0.1305 0.1268
C 0.063 -1.404 7.467 0.0397 0.1060 0.0115
C -4.500 -4.074 0.254 0.0995 0.1579 0.2838
C 0.683 6.718 -5.173 0.0785 0.0246 0.0886
C -2.306 2.526 9.468 0.0946 -0.1182 -0.2184
C 6.270 1.457 -5.757 -0.0589 0.1081 0.0129
C 1.383 -3.791 4.258 0.1027 -0.0968 -0.1069
H -1.103 -2.922 -3.223 0.0025 0.2197 -0.1140
H -5.235 -0.876 -4.138 -0.0459 0.0416 0.0496
H 1.654 6.804 -4.700 0.0042 -0.0229 0.0079
H 7.828 5.177 -6.313 -0.0597 0.0661 -0.1179
H -0.099 1.780 -7.948 0.0297 -0.0149 0.0421
H -1.034 1.290 3.568 0.0141 0.0140 -0.0560
H -0.200 1.232 5.152 -0.0397 0.0216 0.0012
H -1.852 -3.706 1.385 0.2069 0.1375 0.0101
H -1.653 -5.452 1.193 0.0367 0.0044 0.0750
H 1.937 2.091 -3.945 -0.0302 -0.1022 -0.0077
H 6.338 0.407 -6.023 0.0018 -0.0164 0.0323
H -3.250 -4.695 5.453 0.0651 -0.0294 -0.0189
H -6.965 1.440 10.449 0.0524 -0.0177 -0.0090
H -0.743 0.817 -9.319 -0.0217 -0.0013 -0.0010
H -4.227 -5.013 -1.662 0.1273 0.0386 -0.0930
H 0.371 2.348 3.863 0.0253 -0.0275 -0.1100
H 0.751 6.803 -6.253 -0.0529 0.0095 -0.0118
H -5.424 -4.560 0.578 0.0195 0.0588 -0.2441
H 1.107 2.135 -5.521 -0.0249 -0.0282 0.0019
H -8.101 -3.705 1.961 0.0011 -0.0284 -0.0412
H 9.249 1.179 -3.671 -0.0336 0.0173 -0.0132
H 1.821 -4.243 3.376 0.0227 -0.0363 0.0150
H -3.689 -5.969 -0.301 0.0669 -0.0515 -0.0737
H -3.555 -0.542 -4.540 0.0780 0.1269 0.0818
H 5.231 3.445 -1.595 0.0156 0.0228 0.0256
H -1.972 3.549 9.608 -0.0586 0.0187 0.0747
H -6.854 0.944 8.740 0.0483 -0.0083 0.0206
H -3.387 2.486 9.382 0.0924 0.0477 0.0781
H 1.711 -2.762 4.377 -0.0534 -0.0084 0.0337
H 8.171 6.873 -5.823 -0.0354 0.0542 0.0865
H -4.679 -4.431 4.400 0.0545 0.0521 -0.0096
H -4.730 -3.103 -0.184 -0.0374 -0.0573 -0.0671
H 0.299 -3.841 4.235 0.0099 0.0446 0.0389
H -4.543 -3.657 -4.589 0.0207 -0.0279 -0.0967
H -4.290 0.157 -3.066 0.1012 0.0378 0.0275
H -9.129 -5.105 2.371 0.0091 0.0003 -0.0595
H 0.553 -2.010 6.713 -0.0369 -0.0850 0.0156
H 6.554 1.604 -4.717 0.1156 -0.1044 -0.0610
H -1.497 -0.974 0.283 0.0126 0.0210 -0.0606
H -2.758 -1.998 0.363 -0.0294 -0.0708 -0.0967
H 0.587 -1.614 -0.471 -0.0202 -0.0200 0.0824
H 5.754 2.856 -3.197 -0.0669 0.0218 0.0156
H 6.505 6.227 -5.707 -0.0047 0.0375 0.0650
H -0.004 0.001 -7.901 0.0218 0.0229 0.0532
H 10.167 0.497 -2.285 0.0249 0.0240 0.0489
H -8.337 1.763 9.335 -0.0055 0.0214 -0.0075
H -0.296 -4.390 0.830 0.0124 0.1173 0.1103
H -3.928 -3.886 1.167 -0.0260 -0.0102 0.0305
H 2.548 3.159 -5.251 -0.0202 0.0338 -0.0724
H 5.283 1.854 -5.962 0.1819 0.0117 -0.1034
H -3.128 -4.323 -3.740 -0.0157 -0.0456 -0.0716
H 6.583 4.248 -2.438 -0.0215 0.0773 0.1050
H -0.091 -1.984 8.372 -0.0360 -0.0572 -0.0272
H -0.022 7.442 -4.780 -0.0389 0.0010 -0.0408
H 10.138 2.262 -2.555 0.0145 0.0025 0.0411
H 0.960 -2.260 -2.079 -0.0114 0.0702 0.0404
H 0.550 -3.380 -0.811 -0.0866 0.0620 0.1079
H 0.606 -0.489 7.666 -0.0303 0.0232 0.0038
H -1.825 2.061 8.615 0.0146 -0.0407 0.0261
H 0.974 -0.546 -3.488 0.0117 -0.1505 -0.0372
H -2.904 -2.984 -4.876 -0.0043 -0.0777 -0.1053
H -8.534 -4.022 3.675 0.0198 -0.0076 0.0140
H -3.280 -5.364 3.794 0.0640 0.0182 -0.0133
```
Forces are in eV/Å.

---

(2)
Here is a cluster of 9 separate species, C20H63N5O9 in total from OMol25. Energies are from wB97M-V/def2-TZVPD.

- Frontier orbital gap: 9.29 eV
- Electronic energy: -47637.982 eV
- LUMO energy: 0.10 eV
- Energy relative to the best compared isomer or geometry (same formula, charge and spin): 39.41 kJ/mol
- HOMO energy: -9.192 eV

Structure (XYZ):
```
97
Properties=species:S:1:pos:R:3:forces:R:3
O -1.803 -1.446 1.236 0.2508 -0.2579 -0.5606
O 3.803 2.899 -2.976 -0.2365 -0.7320 -0.3058
O -2.139 0.158 3.735 0.7334 -0.1038 0.0337
O 2.276 -3.039 -0.154 0.0873 -0.0546 -0.0438
O -2.526 4.981 -0.622 0.3060 0.3477 0.4939
O 2.893 -1.171 5.962 -0.0613 0.2552 0.3533
O -1.216 -1.612 -4.327 0.5316 0.5113 -0.0859
O 0.106 1.380 -0.137 -0.4275 -0.4563 -0.3103
O -1.001 0.401 -2.513 0.1563 0.0585 -0.8869
N -2.606 -1.878 -1.516 0.3309 0.0689 -0.3327
N -0.517 -4.337 1.904 0.3242 0.9343 -1.2634
N 0.619 1.019 4.058 1.3230 -0.0687 -0.1334
N 2.067 3.588 0.239 0.0025 -0.8109 -1.3357
N -4.554 2.127 -1.581 0.3613 0.7069 -0.2565
C 3.985 -0.968 6.830 0.7063 -0.4677 -0.0830
C 3.386 2.686 -4.319 0.5338 0.4810 0.1301
C 0.861 -4.098 1.386 0.0365 -1.1264 1.7996
C -5.264 3.715 0.157 0.0776 0.1238 0.1984
C -2.359 -2.331 -3.985 -0.7952 -1.6429 -0.0876
C 0.929 -3.285 0.124 -0.6984 -0.5823 0.1482
C -2.270 -2.877 -2.562 -0.1093 1.1389 0.2848
C 2.719 2.872 -2.054 -0.3769 0.1404 -1.1486
C -1.401 5.380 0.146 0.2431 -0.6289 0.0536
C 2.412 -2.094 -1.179 0.1418 0.7632 0.1975
C 1.404 -1.217 3.303 0.9376 0.3943 0.4222
C -3.191 -4.053 -2.358 0.0591 -0.7984 0.0961
C 2.599 -0.024 5.195 0.3787 0.1718 -0.0411
C -4.297 3.495 -1.001 -0.9824 -0.6667 -0.4575
C -2.844 3.608 -0.598 -0.1191 -0.0211 -0.3127
C 1.299 -0.242 4.469 -1.5847 -0.0332 0.1653
C 1.591 -5.441 1.261 0.3291 -0.3918 -0.0602
C 3.227 3.247 -0.698 -1.6757 1.2815 1.4291
C -1.144 -1.365 -5.726 -0.0575 0.8083 0.5029
C 4.059 2.188 -0.050 0.3097 -0.0953 -0.4191
H -0.770 1.220 -2.976 -0.1128 -0.2220 0.0484
H 3.990 -0.006 7.357 -0.3318 0.0407 -0.1796
H -3.300 -1.785 -4.137 0.1314 0.3092 -0.0022
H 1.951 3.583 -2.425 0.1952 0.0212 0.3375
H 1.171 1.421 3.294 -0.3413 -0.0194 0.0412
H 1.485 2.738 0.319 0.4575 0.2675 0.1379
H 2.058 -1.108 -0.839 -0.0846 -0.0820 -0.0746
H -2.236 3.078 -1.347 0.1637 -0.0850 0.2577
H 2.204 -1.920 3.555 -0.1998 -0.1682 -0.0724
H -5.003 4.594 0.755 0.0927 -0.0085 -0.2313
H -1.460 5.052 1.196 -0.3090 0.2040 -0.1636
H -1.206 0.478 3.828 -0.7660 -0.1604 -0.1859
H 3.980 -1.758 7.582 -0.1327 0.0036 -0.0970
H 3.421 0.172 4.485 -0.0540 0.1048 0.0454
H 4.255 2.491 0.972 0.2404 -0.1288 0.1657
H -0.478 -4.574 2.881 -0.0298 -0.2302 0.0976
H -2.098 -0.520 3.039 -0.1217 0.3810 0.0352
H -0.450 4.951 -0.211 -0.3389 0.0714 -0.2521
H 1.613 -5.987 2.210 -0.1273 0.2703 0.0630
H -2.717 3.145 0.388 0.3055 0.0909 -0.0244
H -1.215 -3.141 -2.444 -0.0999 -0.2247 0.2437
H -2.398 -3.211 -4.653 -0.1068 0.1701 0.0456
H 0.481 -1.760 3.147 -0.1761 0.1058 -0.2468
H 4.940 -1.052 6.282 -0.1870 0.1220 0.0644
H -1.343 -2.232 1.581 -0.2982 -0.0468 -0.1488
H 1.074 -6.116 0.563 0.0490 0.2817 -0.0781
H 1.841 -2.358 -2.075 0.1411 -0.1584 -0.0800
H 0.734 1.692 4.818 -0.3061 -0.1123 -0.1186
H -1.861 -0.577 -5.991 -0.1749 -0.3210 -0.1882
H 3.735 4.212 -0.770 0.4523 -0.2675 -0.1923
H -0.942 -5.090 1.376 -0.1523 -0.0367 0.2513
H -0.975 -0.312 -3.209 0.0696 0.5456 0.4353
H 2.635 -5.359 0.944 -0.1956 0.1992 -0.1221
H 2.206 1.893 -2.030 0.3353 -0.0178 -0.0094
H -0.264 0.806 0.552 -0.0572 0.1093 -0.1935
H -3.862 1.960 -2.318 -0.1177 0.0200 0.3126
H -4.241 -3.755 -2.370 0.0211 0.0869 -0.0834
H 3.474 -1.993 -1.383 0.0108 -0.1294 -0.2531
H 2.922 3.611 -4.698 -0.2480 -0.3647 -0.0128
H 1.324 -3.533 2.203 0.2445 0.0232 -0.4194
H 1.440 4.150 -0.346 0.2300 0.2394 0.4264
H -2.062 -1.693 0.308 0.0099 0.0342 0.8613
H -2.999 -4.510 -1.387 -0.0478 0.1599 0.0855
H 2.496 0.850 5.855 0.0840 -0.0327 -0.0101
H -5.438 2.158 -2.088 0.0252 -0.0364 0.2999
H -6.278 3.876 -0.217 -0.0162 -0.1082 0.0355
H 4.978 2.056 -0.622 0.1042 -0.0858 0.2327
H 2.741 1.810 -4.451 -0.1808 0.1548 0.2381
H -0.161 -0.948 -5.929 0.1718 -0.2920 -0.0815
H 4.274 2.505 -4.931 0.0280 0.0639 0.2127
H 0.597 -0.686 5.189 0.3033 -0.0279 0.1004
H -3.575 -1.580 -1.614 0.0520 -0.1480 0.0635
H 0.480 -3.901 -0.680 -0.0588 0.3469 -0.1070
H 3.516 1.241 -0.065 -0.0296 -0.0632 0.1483
H -5.266 2.857 0.832 0.0143 -0.0655 -0.1108
H -4.514 4.271 -1.751 0.3235 -0.0453 0.0639
H 1.747 -0.685 2.410 -0.2654 -0.1204 -0.1683
H -3.052 -4.855 -3.090 0.0147 0.2413 -0.0912
H -1.333 -2.290 -6.264 0.0698 0.0280 -0.2520
H 0.354 -2.362 0.258 0.0759 0.0673 -0.1870
H -0.326 1.080 -0.971 0.3914 -0.0374 0.8621
H -1.338 6.463 0.079 -0.0517 0.0182 0.0861
H -2.060 -1.024 -1.625 -0.1238 -0.1832 -0.0456
```
Forces are in eV/Å.

---

Which of these has the highest HOMO energy?
C20H63AsIN15O29P3

---

What is the electronic energy in the first record?
-200257.148 eV